{"formula": "C28H82N14O10", "method": "the ωB97M-V functional and the def2-TZVPD basis", "e_lumo_ev": 0.41, "largest_force_ev_per_a": 3.1, "elements": ["C", "O", "C", "C", "C", "N", "H", "H", "H", "H", "H", "H", "H", "H", "H", "H", "H", "C", "O", "C", "C", "C", "N", "H", "H", "H", "H", "H", "H", "H", "H", "H", "H", "H", "C", "O", "C", "C", "C", "N", "H", "H", "H", "H", "H", "H", "H", "H", "H", "H", "H", "C", "O", "C", "C", "C", "N", "H", "H", "H", "H", "H", "H", "H", "H", "H", "H", "H", "C", "O", "C", "C", "C", "N", "H", "H", "H", "H", "H", "H", "H", "H", "H", "H", "H", "C", "O", "C", "C", "C", "N", "H", "H", "H", "H", "H", "H", "H", "H", "H", "H", "H", "N", "C", "N", "O", "H", "H", "H", "H", "N", "C", "N", "O", "H", "H", "H", "H", "N", "C", "N", "O", "H", "H", "H", "H", "N", "C", "N", "O", "H", "H", "H", "H"], "positions_angstrom": [[-21.801, -10.813, 4.886], [-20.579, -10.473, 4.161], [-20.810, -10.780, 2.744], [-19.447, -10.888, 2.029], [-19.684, -10.926, 0.508], [-18.858, -12.112, 2.546], [-21.454, -11.374, 5.745], [-22.434, -11.432, 4.244], [-22.340, -9.930, 5.188], [-21.275, -11.795, 2.661], [-21.336, -10.028, 2.264], [-18.924, -9.927, 2.327], [-19.982, -9.915, 0.200], [-20.408, -11.645, 0.142], [-18.824, -11.209, -0.002], [-17.860, -12.175, 2.315], [-18.869, -12.103, 3.577], [-28.872, -8.124, -0.364], [-28.635, -9.435, -0.789], [-28.191, -10.292, 0.180], [-29.317, -10.705, 1.129], [-28.786, -11.685, 2.225], [-30.425, -11.268, 0.347], [-29.648, -8.108, 0.424], [-29.277, -7.498, -1.177], [-27.928, -7.671, 0.001], [-27.891, -11.212, -0.338], [-27.293, -9.916, 0.698], [-29.697, -9.857, 1.706], [-27.979, -11.164, 2.809], [-28.327, -12.612, 1.799], [-29.604, -11.859, 2.980], [-30.523, -10.760, -0.516], [-30.279, -12.203, 0.072], [-21.749, -11.217, -4.188], [-22.700, -12.282, -4.188], [-23.683, -12.075, -3.207], [-24.818, -13.009, -3.435], [-25.521, -12.777, -4.806], [-25.712, -12.736, -2.300], [-21.108, -11.324, -3.284], [-22.249, -10.244, -4.184], [-21.119, -11.216, -5.122], [-23.281, -12.275, -2.230], [-24.023, -11.010, -3.217], [-24.416, -13.984, -3.353], [-26.486, -13.203, -4.776], [-24.906, -13.210, -5.566], [-25.528, -11.705, -5.028], [-26.292, -13.514, -2.169], [-26.268, -11.914, -2.561], [-22.715, -13.811, 0.942], [-23.076, -14.101, 2.266], [-22.879, -15.504, 2.430], [-22.323, -15.890, 3.786], [-21.008, -15.190, 4.051], [-22.274, -17.362, 3.787], [-21.625, -13.757, 0.850], [-23.125, -12.830, 0.654], [-23.181, -14.549, 0.284], [-23.813, -15.969, 2.159], [-22.139, -15.963, 1.676], [-23.123, -15.571, 4.498], [-21.059, -14.191, 4.425], [-20.326, -15.180, 3.181], [-20.483, -15.773, 4.811], [-22.122, -17.687, 4.742], [-21.526, -17.689, 3.208], [-20.734, -7.794, -0.358], [-21.598, -8.125, 0.692], [-22.978, -7.872, 0.413], [-23.620, -8.977, -0.333], [-25.013, -8.675, -0.819], [-23.629, -10.289, 0.400], [-21.031, -6.844, -0.837], [-20.676, -8.566, -1.120], [-19.703, -7.587, -0.016], [-23.531, -7.707, 1.375], [-23.091, -6.995, -0.197], [-23.075, -9.113, -1.329], [-25.075, -7.677, -1.207], [-25.799, -8.599, -0.067], [-25.335, -9.390, -1.588], [-24.213, -10.974, -0.010], [-22.712, -10.666, 0.389], [-20.338, -6.872, -6.423], [-21.454, -6.519, -5.683], [-21.523, -5.073, -5.623], [-22.613, -4.747, -4.576], [-22.530, -3.285, -4.259], [-22.228, -5.455, -3.345], [-20.278, -6.196, -7.338], [-20.293, -7.911, -6.751], [-19.416, -6.593, -5.880], [-20.577, -4.665, -5.272], [-21.865, -4.722, -6.589], [-23.630, -5.005, -4.988], [-23.194, -3.026, -3.422], [-22.853, -2.643, -5.125], [-21.588, -2.995, -3.936], [-22.689, -5.012, -2.509], [-22.267, -6.475, -3.430], [-24.728, -8.210, 4.152], [-25.638, -7.661, 3.340], [-26.802, -8.370, 3.213], [-25.427, -6.589, 2.758], [-24.101, -7.607, 4.630], [-25.017, -9.021, 4.684], [-27.281, -8.282, 2.345], [-26.964, -9.276, 3.656], [-21.157, -6.936, 3.792], [-20.991, -5.818, 4.524], [-20.149, -5.919, 5.576], [-21.543, -4.745, 4.232], [-20.611, -7.783, 4.071], [-21.340, -6.809, 2.808], [-20.312, -5.131, 6.172], [-19.800, -6.724, 6.062], [-21.503, -4.229, 0.860], [-22.813, -4.413, 0.654], [-23.537, -4.735, 1.806], [-23.297, -4.155, -0.478], [-20.985, -4.471, 1.692], [-20.956, -4.069, 0.026], [-24.445, -5.114, 1.830], [-23.061, -4.975, 2.653], [-24.737, -11.727, 3.213], [-25.297, -11.758, 4.434], [-25.052, -12.898, 5.162], [-25.883, -10.773, 4.937], [-24.184, -12.446, 2.837], [-24.735, -10.874, 2.766], [-24.884, -13.793, 4.726], [-25.408, -12.925, 6.114]], "mulliken_charge": [-0.1888, -0.5629, 0.1814, 0.3953, -0.7914, -0.6115, 0.3610, -0.0682, 0.1574, 0.0911, 0.0228, 0.1728, -0.1625, -0.0046, 0.6217, 0.2647, 0.2530, -0.4421, -0.4533, 0.6216, 0.3000, -1.0614, -0.7503, 0.2870, 0.2716, 0.1306, 0.1091, -0.5077, 0.3334, -0.0210, 0.3336, 0.3725, 0.2930, 0.2555, -0.4802, -0.4580, 0.0201, -0.0153, -1.6370, -0.3855, 0.1849, 0.2512, 0.2645, 0.0608, 0.1392, 0.4882, 0.4461, 0.4225, 0.3331, 0.2498, 0.1543, -0.6606, -0.3270, -1.0916, 0.7676, -1.1965, -0.6783, 0.4069, -0.3576, 0.5687, 0.3394, 0.4467, 0.1315, 0.0792, 0.2513, 0.4475, 0.2651, 0.2471, -1.2362, 0.5538, -0.0294, 1.1558, -1.9016, 0.5707, 0.1005, 0.3626, 0.2174, -0.5002, 0.3129, -0.3264, 0.7841, -0.0066, 0.2192, 0.2453, -0.4959, -0.7671, -0.2333, -0.8517, 0.4747, -1.5651, -0.3345, 0.2687, 0.2410, 0.3248, 0.3696, 0.4137, 0.1941, 0.4013, 0.3689, 0.4271, 0.1499, 0.1456, -0.0413, 0.3752, -0.3269, -0.7572, 0.2131, 0.2126, 0.0861, 0.2793, 0.0745, 0.6443, -0.4807, -0.6690, 0.1635, -0.2794, 0.2733, 0.1856, -0.2542, 0.4367, -0.2654, -0.7051, 0.2075, 0.2307, 0.3382, 0.1119, 0.5677, 0.3628, -0.3152, -0.8625, -0.0320, -0.1213, 0.1654, 0.2466]}